{
  "formula": "C26H60ClN5O22P5S",
  "method": "ωB97M-V/def2-TZVPD",
  "energy_ev": -150215.552,
  "orbital_gap_ha": 0.255,
  "total_charge": 1,
  "species": ["N", "C", "N", "C", "C", "C", "C", "N", "C", "C", "N", "C", "C", "C", "C", "S", "O", "O", "Cl", "N", "H", "H", "H", "H", "H", "H", "H", "H", "H", "H", "H", "H", "H", "H", "H", "C", "O", "P", "O", "O", "C", "O", "C", "H", "H", "H", "H", "H", "H", "H", "H", "H", "C", "O", "P", "O", "O", "C", "O", "C", "H", "H", "H", "H", "H", "H", "H", "H", "H", "C", "O", "P", "O", "O", "C", "O", "C", "H", "H", "H", "H", "H", "H", "H", "H", "H", "C", "O", "P", "O", "O", "C", "O", "C", "H", "H", "H", "H", "H", "H", "H", "H", "H", "C", "O", "P", "O", "O", "C", "O", "C", "H", "H", "H", "H", "H", "H", "H", "H", "H"],
  "xyz": [[-5.7598, -3.1777, 3.0207], [-5.3486, -2.5946, 1.9038], [-5.2259, -1.1888, 1.8842], [-4.7821, -0.9828, 0.6003], [-4.5043, 0.4814, 0.2666], [-5.5203, 1.4004, -0.2881], [-5.0864, 2.7626, -0.5114], [-3.8797, 3.3314, -0.3273], [-2.9234, 2.5191, 0.1818], [-3.2172, 1.1381, 0.4940], [-4.6218, -2.1110, -0.1585], [-4.1389, -2.1899, -1.5559], [-2.6791, -1.6273, -1.7549], [-1.5564, -2.5777, -1.1831], [-1.5618, -2.5284, 0.4081], [0.0473, -2.1325, 1.1767], [0.1474, -0.6938, 1.4118], [0.0896, -2.8604, 2.4415], [1.6394, -2.8373, 0.0705], [-4.9931, -3.1112, 0.6943], [-5.8820, -4.1774, 3.1487], [-5.9330, -2.5564, 3.8130], [-6.5611, 1.0533, -0.4913], [-5.8808, 3.4508, -0.8995], [-1.9010, 2.9039, 0.3882], [-2.3918, 0.5239, 0.9373], [-4.8511, -1.6630, -2.2458], [-4.0915, -3.2859, -1.8117], [-2.5253, -0.6237, -1.2848], [-2.5276, -1.5342, -2.8661], [-0.5355, -2.2838, -1.5497], [-1.7996, -3.6158, -1.5158], [-2.2693, -1.7300, 0.7355], [-1.8991, -3.5396, 0.7603], [-4.9693, -4.1042, 0.4645], [-4.3268, 8.1459, -3.6272], [-3.7455, 6.8512, -3.8265], [-2.2420, 6.8769, -4.6338], [-2.8829, 6.6697, -5.9838], [-1.7779, 5.4487, -3.9831], [-2.6722, 4.5858, -3.2987], [-0.6938, 7.0369, -5.3062], [0.3171, 7.5165, -4.4061], [-5.2803, 8.0242, -3.1183], [-3.6703, 8.7627, -3.0104], [-4.4916, 8.6369, -4.5905], [-3.5475, 4.3550, -3.9084], [-2.9695, 5.0309, -2.3497], [-2.1469, 3.6535, -3.0825], [0.4344, 6.8336, -3.5610], [0.0531, 8.5116, -4.0412], [1.2601, 7.5770, -4.9473], [-1.8242, 15.1759, -3.9693], [-0.8523, 14.2301, -4.4327], [-1.4562, 12.6535, -4.6507], [-1.0709, 12.1769, -3.2745], [-0.2989, 12.2799, -5.7412], [0.8729, 13.0629, -5.9270], [-2.2604, 11.2226, -5.0697], [-3.0393, 11.3029, -6.2743], [-1.3402, 16.1425, -3.8529], [-2.6344, 15.2690, -4.6957], [-2.2307, 14.8570, -3.0054], [1.4030, 13.2157, -4.9860], [0.6178, 14.0184, -6.3848], [1.5302, 12.5263, -6.6117], [-2.4030, 11.5505, -7.1267], [-3.8193, 12.0603, -6.1664], [-3.5071, 10.3349, -6.4496], [3.0308, -8.8826, -3.6671], [2.4256, -7.8432, -2.8858], [1.6276, -8.3931, -1.4877], [0.2774, -8.5054, -2.1448], [1.7976, -6.9494, -0.7367], [2.1638, -5.7629, -1.4210], [1.1239, -9.0582, -0.0151], [2.1853, -9.3899, 0.8939], [3.5026, -8.4329, -4.5373], [3.7906, -9.4007, -3.0787], [2.2714, -9.5971, -3.9964], [1.5041, -5.5718, -2.2702], [3.2028, -5.8202, -1.7462], [2.0724, -4.9322, -0.7193], [2.7622, -8.4986, 1.1513], [2.8431, -10.1332, 0.4397], [1.7498, -9.8072, 1.8007], [0.3753, -0.5235, 4.9910], [0.3276, -0.4793, 6.4220], [0.5831, -1.9863, 7.1719], [-0.8798, -2.3355, 7.2565], [1.1098, -1.2933, 8.5539], [0.9251, 0.0845, 8.8500], [1.1165, -3.4822, 7.7632], [2.5240, -3.7231, 7.6311], [0.1919, 0.4756, 4.6023], [1.3608, -0.8595, 4.6620], [-0.3884, -1.2065, 4.6101], [-0.1234, 0.3729, 8.7657], [1.5466, 0.6961, 8.1961], [1.2491, 0.2535, 9.8773], [3.0957, -2.9707, 8.1795], [2.8105, -3.7062, 6.5766], [2.7460, -4.7068, 8.0422], [5.0369, -6.5821, 3.5298], [5.6830, -7.8382, 3.2988], [7.1300, -7.7290, 2.3973], [6.4387, -7.9874, 1.0804], [7.6956, -9.1279, 3.0276], [6.8835, -10.0354, 3.7601], [8.6501, -7.5202, 1.6740], [9.6726, -7.0015, 2.5372], [4.1266, -6.7586, 4.0987], [5.6919, -5.9218, 4.1028], [4.7815, -6.1084, 2.5771], [5.9919, -10.3154, 3.1974], [6.6114, -9.6037, 4.7231], [7.4706, -10.9346, 3.9482], [9.8408, -7.6747, 3.3810], [9.3873, -6.0138, 2.9060], [10.5946, -6.9124, 1.9650]],
  "atomic_forces_ev_per_a": [[-0.1, -0.6, 0.0], [0.4, 2.8, -0.3], [0.8, -3.0, -3.1], [-0.2, 1.5, 1.8], [0.3, 3.1, -1.7], [2.4, -0.7, 1.0], [-1.5, -0.5, -0.3], [0.1, -1.7, 0.5], [-1.4, -1.7, 0.2], [-0.2, -0.9, 0.1], [-0.3, 2.8, 1.3], [0.9, -0.6, -0.8], [0.6, -0.3, -0.1], [-0.5, 0.4, 0.4], [-0.3, -0.9, -1.8], [-0.2, 1.1, 4.5], [-0.1, -1.4, -1.9], [-0.1, -0.1, -2.0], [-1.1, 0.8, 0.2], [-0.5, -1.5, 1.3], [0.1, 0.4, -0.1], [0.1, -0.4, -0.5], [1.0, 0.6, 0.1], [0.9, -0.6, 0.3], [-1.0, -0.2, -0.3], [-0.7, 0.7, -0.4], [0.5, -0.6, 0.9], [-0.3, 1.1, 0.1], [-0.5, -0.7, -0.6], [-0.2, 0.0, 1.1], [-1.1, -0.3, 0.1], [0.6, 0.7, 0.2], [1.0, -0.6, 0.2], [0.7, 1.1, 0.2], [0.1, 0.5, -0.3], [-0.2, 0.2, 0.0], [2.1, 2.4, 1.8], [-2.1, -6.9, -5.8], [0.2, 1.4, 0.4], [0.3, 0.8, 0.7], [-0.1, 0.0, 0.4], [-0.6, 2.2, 2.8], [0.4, 0.1, 0.1], [0.0, -0.1, 0.0], [-0.2, 0.1, 0.0], [0.0, 0.0, 0.0], [0.0, 0.1, 0.0], [-0.2, -0.1, -0.1], [0.2, 0.1, -0.1], [0.0, 0.0, 0.0], [0.2, 0.0, 0.0], [-0.1, 0.0, -0.1], [-0.1, 0.2, 0.3], [-3.1, 0.0, -1.9], [7.2, -4.2, 3.6], [-1.5, 0.5, -0.3], [-0.9, 0.5, -0.4], [0.2, 0.2, -0.3], [-1.7, 2.9, -0.9], [-0.1, -0.2, -0.3], [0.1, -0.1, 0.0], [0.0, 0.2, 0.1], [0.0, 0.0, 0.0], [-0.1, 0.1, 0.0], [0.1, 0.0, 0.1], [-0.2, -0.2, 0.0], [0.0, -0.1, 0.0], [-0.1, -0.1, -0.1], [0.1, 0.0, 0.1], [0.0, -0.3, -0.3], [2.0, -2.2, 1.9], [-7.2, 5.1, -0.9], [0.9, -1.1, 0.1], [0.7, -0.5, 0.1], [0.4, 0.2, 0.0], [3.1, -1.1, -1.3], [0.2, 0.0, 0.4], [0.0, 0.1, 0.1], [0.1, 0.0, -0.2], [0.0, 0.1, 0.0], [0.1, -0.1, -0.1], [-0.1, 0.1, -0.2], [0.0, -0.6, -0.1], [0.0, 0.0, 0.0], [0.0, 0.0, 0.2], [-0.1, 0.0, -0.1], [-0.2, 0.0, -0.3], [2.9, -1.6, -1.3], [-6.5, 0.9, 6.3], [0.9, -0.5, -1.3], [0.7, -0.2, -0.8], [0.2, 0.4, 0.1], [1.8, 1.3, -2.8], [0.3, -0.1, 0.2], [0.0, 0.0, 0.1], [-0.1, 0.1, -0.2], [0.1, 0.0, 0.0], [0.0, 0.0, -0.1], [-0.2, 0.1, 0.0], [0.0, -0.3, 0.0], [0.0, 0.0, 0.0], [0.1, -0.1, 0.1], [-0.1, 0.0, 0.0], [-0.2, 0.1, -0.1], [2.0, 2.7, 1.5], [-1.7, -7.7, -5.3], [0.1, 1.6, 0.4], [0.1, 0.8, 0.7], [0.0, -0.2, 0.4], [-0.7, 2.5, 2.5], [0.4, 0.0, 0.1], [0.0, -0.1, 0.0], [-0.2, 0.1, 0.1], [0.0, 0.0, 0.0], [0.0, 0.1, 0.0], [-0.2, -0.1, -0.1], [0.2, 0.1, -0.2], [0.0, 0.0, 0.0], [0.2, 0.0, 0.0], [-0.1, 0.0, -0.1]]
}